Entry 1:
# C48H46N2O2

A 2-piece molecular cluster, C48H46N2O2 overall at a distorted geometry (ωB97M-V/def2-TZVPD, the Open Molecules 2025 dataset).

Calculated values
HOMO level   -6.369 eV
Electronic energy   -2116.60481 a.u.
HOMO-LUMO gap   0.174 hartree
Largest force on an atom   1.668 eV Å⁻¹
ΔE to the lowest compared entry with this formula, charge and spin   0.224 eV

The geometry in ORCA input format:
```
! wB97M-V def2-TZVPD RIJCOSX def2/J DEFGRID3
* xyz 0 1
C -3.893 -1.089 6.275
C -3.337 -2.162 7.193
N -2.161 -2.841 6.679
C -1.826 -4.039 7.423
C -0.470 -4.621 7.063
C -0.207 -4.609 5.555
C -0.531 -3.295 4.917
C -1.518 -2.464 5.534
C -1.799 -1.197 4.947
C -1.234 -0.839 3.740
C -0.365 -1.713 3.036
C 0.123 -1.374 1.733
C -0.342 -0.312 0.963
C 0.375 0.236 -0.120
C 0.214 1.633 -0.409
C -1.045 2.282 -0.267
C -1.177 3.647 -0.403
C -0.030 4.441 -0.683
N -0.167 5.776 -0.910
C -1.430 6.399 -1.241
C -2.593 5.432 -1.350
C -2.505 4.318 -0.316
C 0.947 6.680 -1.086
C 2.269 6.131 -0.587
C 2.469 4.656 -0.947
C 1.250 3.818 -0.753
C 1.338 2.442 -0.696
C 0.045 -2.897 3.719
C -2.792 -0.299 5.591
H -4.517 -1.566 5.515
H -4.532 -0.422 6.855
H -3.081 -1.706 8.165
H -4.121 -2.908 7.408
H -1.863 -3.819 8.502
H -2.606 -4.805 7.258
H 0.304 -4.042 7.576
H -0.422 -5.644 7.447
H 0.843 -4.856 5.372
H -0.800 -5.414 5.089
H -1.468 0.138 3.309
H 0.925 -1.978 1.302
H -1.314 0.146 1.212
H 1.211 -0.323 -0.545
H -1.933 1.686 -0.044
H -1.649 7.158 -0.472
H -1.318 6.951 -2.189
H -3.527 5.989 -1.254
H -2.574 4.984 -2.349
H -3.297 3.586 -0.490
H -2.668 4.735 0.687
H 1.037 6.933 -2.158
H 0.714 7.626 -0.571
H 3.072 6.732 -1.023
H 2.312 6.264 0.500
H 2.781 4.581 -2.001
H 3.300 4.256 -0.352
H 2.317 1.959 -0.765
H 0.843 -3.505 3.283
H -3.228 0.342 4.822
H -2.300 0.354 6.321
C -3.087 -1.189 -3.885
C -2.771 -1.079 -2.533
C -1.441 -1.093 -2.130
C -0.397 -1.139 -3.061
C 1.050 -1.120 -2.731
C 1.682 0.176 -2.983
C 3.181 0.371 -2.835
C 3.841 0.988 -3.901
C 5.194 1.320 -3.804
C 5.895 1.051 -2.621
C 5.236 0.408 -1.569
C 3.877 0.080 -1.665
O 1.011 1.164 -3.320
C 1.857 -2.299 -3.112
C 1.314 -3.334 -4.126
C 0.315 -4.241 -3.773
C -0.216 -5.090 -4.749
C 0.349 -5.128 -6.029
C 1.447 -4.317 -6.337
C 1.949 -3.439 -5.370
O 2.975 -2.527 -2.649
C -0.736 -1.181 -4.422
C -2.060 -1.249 -4.833
H -4.127 -1.245 -4.201
H -3.557 -0.989 -1.783
H -1.204 -1.053 -1.072
H 3.281 1.175 -4.819
H 5.689 1.787 -4.655
H 6.948 1.333 -2.534
H 5.778 0.153 -0.660
H 3.365 -0.411 -0.840
H -0.071 -4.249 -2.754
H -1.084 -5.708 -4.520
H -0.052 -5.803 -6.790
H 1.904 -4.344 -7.328
H 2.810 -2.800 -5.582
H 0.086 -1.217 -5.139
H -2.281 -1.334 -5.895
*
```


Entry 2:
# C48H47AlNO4P3S3

C48H47AlNO4P3S3 as an isolated structure at a distorted geometry (ωB97M-V/def2-TZVPD, the Open Molecules 2025 dataset).

Calculated values
HOMO level   -7.031 eV
Electronic energy   -4674.21400 a.u.
HOMO-LUMO gap   0.253 hartree
Largest force on an atom   1.568 eV Å⁻¹
ΔE to the lowest compared entry with this formula, charge and spin   0.762 eV

The geometry in ORCA input format:
```
! wB97M-V def2-TZVPD RIJCOSX def2/J DEFGRID3
* xyz 0 1
Al -0.632 -0.490 0.436
S 0.570 -2.646 1.401
P 1.690 -1.006 1.690
C 0.740 0.452 1.668
P -0.320 0.567 3.061
S -2.166 -0.099 2.648
C -0.392 2.347 3.478
C 0.766 3.115 3.358
C 0.752 4.462 3.702
C -0.426 5.052 4.141
C -1.586 4.295 4.244
C -1.568 2.943 3.923
C 0.190 -0.200 4.638
C 1.023 0.448 5.546
C 1.407 -0.196 6.715
C 0.961 -1.481 6.984
C 0.125 -2.129 6.085
C -0.258 -1.493 4.913
C 2.854 -1.193 3.082
C 2.970 -2.366 3.811
C 3.910 -2.454 4.833
C 4.729 -1.373 5.122
C 4.617 -0.197 4.389
C 3.684 -0.108 3.369
C 2.870 -0.822 0.309
C 2.994 0.391 -0.358
C 3.912 0.525 -1.395
C 4.700 -0.553 -1.770
C 4.573 -1.770 -1.108
C 3.665 -1.902 -0.069
H 1.667 2.645 2.980
H 1.659 5.051 3.625
H -0.442 6.106 4.398
H -2.508 4.762 4.572
H -2.465 2.340 4.002
H 1.369 1.453 5.344
H 2.057 0.311 7.420
H 1.264 -1.980 7.898
H -0.230 -3.131 6.294
H -0.906 -1.986 4.202
H 2.318 -3.200 3.576
H 3.998 -3.369 5.408
H 5.457 -1.446 5.922
H 5.260 0.645 4.616
H 3.589 0.799 2.781
H 2.362 1.219 -0.059
H 4.013 1.476 -1.905
H 5.413 -0.451 -2.580
H 5.181 -2.615 -1.410
H 3.554 -2.849 0.449
N -2.212 -1.753 0.220
C -2.831 -2.705 0.305
C -3.547 -3.937 0.439
C -2.830 -5.130 0.324
C -3.499 -6.333 0.460
C -4.865 -6.346 0.708
C -5.570 -5.156 0.829
C -4.916 -3.944 0.697
H -1.764 -5.089 0.139
H -2.952 -7.264 0.378
H -5.384 -7.291 0.810
H -6.633 -5.175 1.034
H -5.447 -3.007 0.798
C -1.063 5.669 0.361
C -0.224 4.485 -0.057
O -1.100 3.371 -0.274
P -0.464 1.997 -0.861
O -0.863 2.156 -2.428
C 0.170 1.924 -3.414
C -0.377 2.310 -4.766
O -1.710 1.007 -0.316
C -3.058 0.941 -0.861
C -3.746 2.284 -0.965
H -0.411 6.512 0.602
H -1.644 5.413 1.248
H -1.745 5.961 -0.440
H 0.491 4.233 0.728
H 0.329 4.712 -0.974
H 0.459 0.874 -3.390
H 1.051 2.524 -3.168
H -1.287 1.745 -4.973
H 0.355 2.074 -5.540
H -0.610 3.376 -4.798
H -3.597 0.295 -0.174
H -2.997 0.454 -1.834
H -3.802 2.767 0.011
H -4.758 2.111 -1.338
H -3.221 2.944 -1.652
C 0.359 0.611 -10.114
C 0.443 0.032 -8.726
O 1.123 0.486 -7.849
S -0.616 -1.408 -8.522
C -0.550 -1.632 -6.760
C -1.654 -1.268 -5.995
C -1.560 -1.264 -4.612
C -0.356 -1.592 -3.976
C 0.712 -2.038 -4.758
C 0.615 -2.065 -6.141
C -0.210 -1.354 -2.566
C -0.092 -1.051 -1.396
H 1.345 0.949 -10.428
H -0.301 1.478 -10.074
H -0.047 -0.106 -10.827
H -2.571 -0.967 -6.485
H -2.410 -0.974 -4.008
H 1.632 -2.341 -4.274
H 1.447 -2.407 -6.742
*
```


Entry 3:
# C48H47N3O

A 2-piece molecular cluster, C48H47N3O overall at a distorted geometry (ωB97M-V/def2-TZVPD, the Open Molecules 2025 dataset).

Calculated values
HOMO level   -5.385 eV
Electronic energy   -2096.59707 a.u.
HOMO-LUMO gap   0.157 hartree
Largest force on an atom   3.403 eV Å⁻¹

The geometry in ORCA input format:
```
! wB97M-V def2-TZVPD RIJCOSX def2/J DEFGRID3
* xyz 0 1
C -2.743 3.761 -3.849
C -2.685 2.657 -2.843
C -1.776 1.613 -3.006
C -1.800 0.488 -2.178
C -0.908 -0.655 -2.542
C -2.661 0.485 -1.063
N -2.773 -0.681 -0.264
C -1.782 -1.527 0.139
N -2.349 -2.723 0.420
C -1.713 -3.977 0.466
C -0.316 -3.970 0.735
C 0.297 -2.720 0.886
C 0.338 -5.195 1.025
C -0.377 -6.385 1.088
C 0.261 -7.639 1.624
C -1.721 -6.378 0.690
C -2.375 -5.202 0.280
C -3.716 -5.387 -0.361
C -3.734 -2.508 0.540
C -3.994 -1.278 0.099
C -3.511 1.581 -0.819
C -4.402 1.685 0.376
C -3.521 2.644 -1.726
H -3.579 4.432 -3.629
H -1.811 4.341 -3.842
H -2.876 3.357 -4.863
H -1.061 1.650 -3.832
H 0.024 -0.655 -1.960
H -1.387 -1.638 -2.462
H -0.593 -0.520 -3.588
H 1.320 -2.538 0.547
H -0.731 -1.418 -0.146
H -0.042 -2.157 1.757
H 1.397 -5.178 1.295
H -0.210 -8.532 1.200
H 1.333 -7.669 1.400
H 0.161 -7.701 2.718
H -2.278 -7.318 0.688
H -3.723 -6.363 -0.868
H -4.509 -5.434 0.397
H -3.979 -4.631 -1.107
H -4.413 -3.276 0.867
H -4.939 -0.793 -0.070
H -4.593 2.748 0.580
H -5.383 1.222 0.194
H -3.971 1.256 1.287
H -4.190 3.490 -1.549
C 4.711 -3.674 3.857
N 4.600 -2.674 2.815
C 5.497 -2.852 1.687
C 3.678 -1.673 2.816
C 3.825 -0.570 1.922
C 2.730 0.191 1.574
C 1.423 -0.158 2.064
C 0.210 0.236 1.444
C 0.179 1.292 0.472
C -0.630 2.427 0.718
C -0.521 3.581 -0.023
C -1.046 4.864 0.451
C -1.275 5.058 1.837
C -1.577 6.324 2.344
C -1.707 7.417 1.475
C -1.555 7.228 0.094
C -1.241 5.966 -0.406
C 0.219 3.501 -1.296
O -0.053 4.263 -2.252
C 1.214 2.426 -1.437
C 2.343 2.577 -2.364
C 3.472 1.731 -2.244
C 4.591 1.901 -3.065
C 4.607 2.913 -4.032
C 3.504 3.769 -4.163
C 2.391 3.595 -3.341
C 1.044 1.300 -0.653
C 1.389 -1.000 3.227
C 2.491 -1.733 3.613
H 3.911 -3.583 4.595
H 4.674 -4.678 3.409
H 5.673 -3.576 4.381
H 4.974 -2.681 0.735
H 6.348 -2.160 1.734
H 5.882 -3.877 1.708
H 4.797 -0.349 1.477
H 2.869 1.053 0.912
H -0.720 -0.017 1.957
H -1.283 2.395 1.595
H -1.159 4.217 2.525
H -1.706 6.445 3.421
H -1.934 8.406 1.873
H -1.671 8.063 -0.599
H -1.104 5.835 -1.476
H 3.486 0.946 -1.482
H 5.444 1.231 -2.944
H 5.471 3.034 -4.686
H 3.492 4.571 -4.899
H 1.543 4.260 -3.451
H 1.626 0.399 -0.866
H 0.440 -1.107 3.763
H 2.426 -2.416 4.456
*
```


Entry 4:
# C48H48As2CuN3O12P2S2

C48H48As2CuN3O12P2S2 as an isolated structure (ωB97M-V/def2-TZVPD, the Open Molecules 2025 dataset).

Calculated values
HOMO level (spin up / spin down)   -10.012 / -10.012 eV
Electronic energy   -10515.99333 a.u.
HOMO-LUMO gap (spin up / spin down)   0.261 / 0.232 hartree
Largest force on an atom   0.482 eV Å⁻¹
<S²>   0.76

The geometry in ORCA input format:
```
! wB97M-V def2-TZVPD RIJCOSX def2/J DEFGRID3
* xyz 1 2
Cu -0.153 1.236 -0.435
O 1.906 1.284 -0.436
P 2.553 2.404 -1.216
C 2.435 4.012 -0.359
P 0.907 4.105 0.624
O -0.220 3.414 -0.087
C 1.330 3.437 2.239
C 0.867 2.198 2.663
C 1.227 1.710 3.910
C 2.056 2.457 4.732
C 2.526 3.696 4.314
C 2.160 4.187 3.074
C 0.561 5.844 0.884
C -0.731 6.168 1.299
C -1.065 7.488 1.548
C -0.114 8.487 1.386
C 1.170 8.170 0.971
C 1.508 6.849 0.717
C 1.810 2.635 -2.832
C 2.030 3.786 -3.589
C 1.432 3.925 -4.830
C 0.609 2.919 -5.320
C 0.393 1.770 -4.576
C 0.995 1.625 -3.335
C 4.316 2.127 -1.397
C 4.989 1.691 -0.253
C 6.350 1.445 -0.306
C 7.043 1.632 -1.496
C 6.376 2.059 -2.634
C 5.011 2.306 -2.588
H 2.439 4.803 -1.111
H 3.305 4.130 0.290
H 0.219 1.599 2.028
H 0.877 0.738 4.222
H 2.338 2.074 5.704
H 3.164 4.282 4.960
H 2.503 5.168 2.768
H -1.469 5.384 1.412
H -2.066 7.741 1.868
H -0.376 9.518 1.580
H 1.907 8.950 0.841
H 2.513 6.612 0.390
H 2.669 4.578 -3.218
H 1.603 4.819 -5.413
H 0.139 3.033 -6.288
H -0.235 0.979 -4.962
H 0.859 0.701 -2.776
H 4.440 1.521 0.666
H 6.870 1.101 0.577
H 8.105 1.436 -1.536
H 6.916 2.194 -3.560
H 4.493 2.619 -3.484
N -6.259 -6.185 -0.935
C -5.970 -5.204 -0.030
C -4.687 -5.110 0.528
C -4.378 -4.092 1.405
C -5.356 -3.165 1.745
C -6.637 -3.238 1.203
C -6.939 -4.250 0.320
S -4.993 -1.863 2.874
O -3.638 -2.047 3.384
O -6.112 -1.663 3.772
N -2.048 -0.129 1.553
C -2.464 0.962 0.873
S -3.464 2.177 1.583
C -3.539 2.976 0.049
C -2.823 2.299 -0.860
N -2.189 1.151 -0.404
H -5.634 -6.968 -1.020
H -7.221 -6.367 -1.166
H -3.937 -5.846 0.269
H -3.392 -4.022 1.841
H -7.390 -2.515 1.485
H -7.932 -4.319 -0.104
H -4.081 3.895 -0.072
H -2.679 2.593 -1.886
C -0.865 -4.193 3.159
O 0.064 -3.110 3.298
C 0.622 -2.476 2.269
O 1.177 -1.422 2.462
C 0.527 -2.996 0.863
C 0.937 -4.195 0.462
As 0.800 -5.101 -1.365
C -1.040 -5.690 -1.063
C 0.589 -3.248 -2.002
C -0.543 -2.570 -1.723
As -0.125 -1.402 -0.208
C -1.845 -1.356 0.806
C -1.831 -3.150 -2.208
O -1.887 -3.871 -3.172
O -2.907 -2.738 -1.524
C -4.168 -3.215 -2.013
C 1.948 -2.623 -1.978
O 2.921 -3.127 -1.471
O 1.994 -1.534 -2.748
C 3.315 -1.010 -2.921
C 1.451 -5.253 1.395
O 0.824 -6.275 1.525
O 2.589 -5.074 2.053
C 3.457 -3.969 1.748
H -0.405 -5.098 3.546
H -1.144 -4.348 2.117
H -1.736 -3.922 3.751
H -0.948 -6.556 -0.407
H -1.481 -5.981 -2.014
H -1.657 -4.934 -0.580
H -1.834 -2.171 1.526
H -2.656 -1.519 0.099
H -2.383 -0.256 2.502
H -4.892 -2.962 -1.244
H -4.135 -4.291 -2.175
H -4.410 -2.716 -2.951
H 3.217 -0.216 -3.655
H 3.985 -1.790 -3.281
H 3.686 -0.624 -1.974
H 3.208 -3.117 2.377
H 3.400 -3.702 0.695
H 4.456 -4.321 1.990
*
```